(1)
ORCA calculation (wB97M-V/def2-TZVPD) on 9 unconnected molecules or ions with the total composition C41H77BO21S8.

Its SMILES is CB(O)C1=C(CCCCO)C(=O)OC1=O.O=S1(=O)CCCC1.O=S1(=O)CCCC1.O=S1(=O)CCCC1.O=S1(=O)CCCC1.O=S1(=O)CCCC1.O=S1(=O)CCCC1.O=S1(=O)CCCC1.O=S1(=O)CCCC1. For the HOMO energy, the calculation gives -9.506 eV.

Geometry as ORCA input:
```
! RIJCOSX wB97M-V def2-TZVPD def2/J DEFGRID3
* xyz 0 1
C -0.87 0.29 4.70
B 0.15 1.10 3.79
O 0.86 2.12 4.36
C 0.35 0.48 2.35
C 1.51 0.10 1.78
C 2.95 0.23 2.09
C 3.36 0.29 3.58
C 3.81 1.71 3.99
C 5.26 1.99 3.63
O 5.61 3.32 4.09
C 1.08 -0.80 0.66
O 1.67 -1.79 0.35
O -0.26 -0.66 0.32
C -0.67 0.27 1.29
O -1.56 1.02 1.09
H -1.70 0.90 5.05
H -1.31 -0.57 4.18
H -0.35 -0.12 5.57
H 1.19 1.77 5.20
H 3.56 -0.43 1.48
H 3.19 1.24 1.71
H 4.26 -0.31 3.66
H 2.59 -0.12 4.24
H 3.59 1.91 5.03
H 3.22 2.44 3.43
H 5.91 1.30 4.18
H 5.44 1.99 2.55
H 4.81 3.66 4.51
C -1.35 4.64 0.19
C -1.31 6.02 -0.48
C -0.15 6.81 0.14
S 1.05 5.58 0.66
O 1.16 5.61 2.10
O 2.22 5.66 -0.18
C 0.09 4.15 0.19
H -2.01 3.96 -0.34
H -1.72 4.74 1.22
H -1.15 5.90 -1.55
H -2.26 6.56 -0.36
H 0.32 7.48 -0.57
H -0.46 7.36 1.02
H 0.27 3.34 0.90
H 0.40 3.85 -0.81
C 2.83 12.16 -1.25
C 3.50 11.53 -2.47
C 3.18 10.03 -2.45
S 1.61 9.87 -1.60
O 1.83 9.16 -0.37
O 0.59 9.47 -2.54
C 1.41 11.60 -1.22
H 2.83 13.25 -1.30
H 3.37 11.87 -0.34
H 3.10 11.98 -3.38
H 4.58 11.70 -2.48
H 3.08 9.62 -3.45
H 3.92 9.47 -1.89
H 0.93 11.71 -0.25
H 0.80 12.05 -2.00
C -1.40 -3.19 -2.09
C 0.11 -3.03 -1.84
C 0.79 -4.32 -2.31
S -0.25 -5.00 -3.60
O -0.80 -6.25 -3.15
O 0.43 -4.89 -4.87
C -1.52 -3.75 -3.51
H -1.93 -2.25 -1.99
H -1.82 -3.90 -1.37
H 0.48 -2.18 -2.42
H 0.32 -2.82 -0.80
H 1.78 -4.13 -2.71
H 0.85 -5.05 -1.51
H -2.49 -4.20 -3.70
H -1.31 -2.99 -4.25
C -0.14 0.89 -4.10
C 0.63 2.12 -4.59
C -0.40 3.24 -4.81
S -1.75 2.91 -3.67
O -2.93 2.61 -4.44
O -1.76 3.91 -2.63
C -1.09 1.39 -3.01
H 0.53 0.11 -3.72
H -0.72 0.46 -4.93
H 1.35 2.42 -3.83
H 1.18 1.92 -5.50
H 0.02 4.22 -4.59
H -0.80 3.23 -5.82
H -1.90 0.70 -2.80
H -0.55 1.63 -2.10
C -1.97 -2.78 9.14
C -1.09 -2.68 10.39
C 0.32 -2.28 9.93
S 0.10 -1.35 8.41
O 0.69 -2.09 7.32
O 0.42 0.04 8.64
C -1.68 -1.53 8.32
H -3.03 -2.85 9.39
H -1.70 -3.67 8.56
H -1.49 -1.91 11.06
H -1.07 -3.62 10.94
H 0.82 -1.65 10.66
H 0.93 -3.15 9.70
H -1.99 -1.60 7.28
H -2.12 -0.64 8.78
C 9.57 -2.37 5.39
C 9.48 -1.16 6.34
C 8.85 -0.01 5.54
S 7.81 -0.77 4.29
O 8.36 -0.47 2.99
O 6.42 -0.52 4.60
C 8.22 -2.46 4.70
H 9.81 -3.28 5.93
H 10.36 -2.20 4.66
H 8.84 -1.42 7.19
H 10.45 -0.88 6.73
H 8.23 0.63 6.17
H 9.60 0.59 5.04
H 8.24 -3.06 3.79
H 7.45 -2.83 5.38
C -6.55 -7.37 -4.02
C -5.10 -7.87 -4.07
C -4.20 -6.68 -3.72
S -5.18 -5.60 -2.66
O -5.40 -4.36 -3.36
O -4.64 -5.64 -1.32
C -6.68 -6.57 -2.73
H -7.26 -8.20 -4.05
H -6.75 -6.73 -4.88
H -4.96 -8.66 -3.33
H -4.85 -8.28 -5.04
H -3.30 -6.99 -3.18
H -3.92 -6.12 -4.61
H -7.54 -5.91 -2.71
H -6.69 -7.23 -1.85
C -7.08 -4.92 -7.97
C -6.43 -5.44 -9.26
C -6.73 -6.94 -9.35
S -8.27 -7.20 -8.47
O -8.01 -8.00 -7.31
O -9.31 -7.54 -9.41
C -8.49 -5.50 -7.95
H -7.09 -3.83 -7.94
H -6.51 -5.27 -7.11
H -6.87 -4.92 -10.12
H -5.36 -5.25 -9.28
H -6.85 -7.27 -10.38
H -5.96 -7.53 -8.85
H -8.95 -5.47 -6.97
H -9.13 -5.01 -8.68
*
```

---

(2)
ORCA calculation (wB97M-V/def2-TZVPD) on 7 unconnected molecules or ions with the total composition C41H77F13N3O10S.

For the HOMO energy, the calculation gives -11.241 eV.

Geometry as ORCA input:
```
! RIJCOSX wB97M-V def2-TZVPD def2/J DEFGRID3
* xyz 1 1
C -3.86 5.65 3.97
O -4.55 5.26 2.72
C -4.13 3.87 2.46
C -4.48 3.33 0.94
C -4.64 1.67 0.86
C -3.14 0.92 0.85
C -2.69 0.78 2.43
C -1.81 -0.56 2.77
C -2.69 -1.97 2.95
N -4.20 -1.96 2.75
C -4.94 -2.62 3.89
C -4.48 -2.62 1.41
C -6.01 -3.01 0.86
O -3.48 -2.91 0.54
C -1.86 -3.34 3.31
N -2.50 -4.73 3.47
C -0.24 -3.21 3.50
N 0.56 -1.90 3.33
C 2.06 -2.03 3.56
S 2.46 -1.50 5.34
O 3.68 -2.34 5.88
O 2.86 -0.01 5.47
C -0.15 -0.58 2.95
C 0.72 0.83 2.72
C 1.64 0.63 1.33
C 1.00 1.38 0.02
F -0.23 0.58 -0.35
F 0.60 2.77 0.32
C 2.06 1.20 -1.22
F 1.26 0.65 -2.37
F 3.04 0.11 -0.88
C 2.75 2.58 -1.77
F 3.53 2.19 -3.00
F 1.79 3.62 -2.23
C 3.82 3.30 -0.76
F 3.52 3.17 0.69
F 3.73 4.78 -1.06
C 5.39 2.89 -0.98
F 6.01 3.54 -2.19
F 5.65 1.44 -1.11
C 6.34 3.40 0.30
F 6.27 2.48 1.48
F 6.14 4.83 0.63
F 7.75 3.28 -0.21
H -2.67 5.63 3.87
H -4.13 6.74 4.33
H -4.12 4.90 4.85
H -2.94 3.87 2.54
H -4.62 3.08 3.20
H -3.53 3.59 0.27
H -5.43 3.83 0.46
H -5.14 1.45 -0.19
H -5.33 1.24 1.71
H -3.13 -0.08 0.25
H -2.41 1.72 0.37
H -2.21 1.79 2.81
H -3.70 0.68 3.05
H -4.33 -2.59 4.91
H -5.05 -3.77 3.61
H -6.01 -2.19 4.05
H -6.22 -2.37 -0.12
H -6.06 -4.15 0.58
H -6.80 -2.75 1.67
H -1.66 -5.38 3.51
H -2.91 -4.92 2.51
H 0.35 -4.21 3.75
H 2.73 -1.51 2.75
H 2.33 -3.19 3.51
H 1.30 -1.78 6.13
H -0.04 1.71 2.56
H 1.37 1.12 3.65
H 2.76 0.88 1.55
H 1.58 -0.55 1.12
C 8.98 4.56 -5.32
C 8.14 3.39 -5.81
C 6.75 3.83 -6.23
O 8.04 2.42 -4.77
H 8.52 5.03 -4.44
H 9.97 4.22 -5.01
H 9.09 5.32 -6.10
H 8.65 2.91 -6.66
H 6.21 4.28 -5.39
H 6.16 2.98 -6.57
H 6.80 4.57 -7.04
H 7.59 2.83 -4.02
C 4.02 6.21 -7.71
C 2.80 5.30 -7.74
C 2.10 5.27 -6.39
O 3.20 3.98 -8.09
H 4.76 5.85 -6.97
H 4.52 6.21 -8.68
H 3.75 7.23 -7.46
H 2.11 5.65 -8.51
H 2.77 4.89 -5.61
H 1.23 4.61 -6.42
H 1.77 6.27 -6.10
H 3.82 3.66 -7.41
C -5.38 -6.50 7.18
C -6.21 -5.35 6.63
C -7.66 -5.44 7.10
O -6.17 -5.37 5.21
H -5.76 -7.46 6.83
H -4.34 -6.42 6.82
H -5.37 -6.50 8.27
H -5.78 -4.39 6.96
H -8.12 -6.37 6.75
H -8.25 -4.62 6.69
H -7.72 -5.41 8.19
H -6.55 -6.21 4.91
C -1.24 -0.59 -3.71
C -2.66 -0.60 -4.25
C -2.88 -1.75 -5.21
O -2.92 0.63 -4.92
H -0.51 -0.47 -4.52
H -1.09 0.25 -3.02
H -1.01 -1.52 -3.17
H -3.37 -0.68 -3.42
H -2.21 -1.67 -6.08
H -3.90 -1.74 -5.60
H -2.70 -2.72 -4.72
H -2.29 0.71 -5.66
C -0.78 0.24 -9.93
C -0.18 -0.26 -8.62
C -0.13 -1.77 -8.58
O -0.97 0.22 -7.54
H -1.81 -0.11 -10.06
H -0.82 1.34 -9.94
H -0.18 -0.09 -10.79
H 0.83 0.15 -8.50
H -1.14 -2.20 -8.66
H 0.28 -2.12 -7.63
H 0.48 -2.17 -9.40
H -1.87 -0.13 -7.64
C 3.50 -4.99 9.62
C 2.08 -5.00 9.08
C 1.86 -6.16 8.11
O 1.82 -3.77 8.41
H 4.23 -4.87 8.81
H 3.65 -4.15 10.30
H 3.73 -5.92 10.15
H 1.37 -5.08 9.91
H 2.53 -6.07 7.25
H 0.84 -6.14 7.72
H 2.04 -7.12 8.60
H 2.45 -3.69 7.67
*
```

---

(3)
ORCA calculation (wB97M-V/def2-TZVPD) on a molecular structure, C41H80BeF3O27.

As for the energy relative to the best compared isomer or geometry (same formula, charge and spin): 12.0377 eV. For the HOMO energy, the calculation gives -10.716 eV.

Geometry as ORCA input:
```
! RIJCOSX wB97M-V def2-TZVPD def2/J DEFGRID3
* xyz 1 1
Be 7.64 4.33 -8.97
C 3.41 9.12 -11.26
O 3.70 8.50 -12.55
O 4.44 8.63 -10.47
C 3.29 10.68 -11.52
F 2.34 10.95 -12.44
F 2.98 11.40 -10.40
F 4.47 11.20 -11.94
C 2.65 8.07 -13.45
C 3.32 7.28 -14.56
H 3.60 6.35 -14.06
H 2.55 6.93 -15.25
H 4.17 7.70 -15.09
H 2.13 8.91 -13.92
H 1.87 7.53 -12.92
H 2.47 8.75 -10.85
C -2.80 7.02 -18.88
C -3.51 5.81 -18.19
C -2.70 4.60 -18.74
O -2.46 5.03 -20.07
C -2.26 6.44 -20.18
H -1.99 7.31 -18.22
H -3.50 7.84 -19.06
H -4.52 5.68 -18.58
H -3.45 5.69 -17.11
H -3.45 3.82 -18.71
H -1.81 4.34 -18.17
H -2.66 6.90 -21.08
H -1.18 6.58 -20.16
C 11.48 13.91 -6.74
C 12.37 15.07 -7.08
C 11.96 15.26 -8.56
O 11.85 13.95 -9.07
C 11.29 13.13 -8.06
H 10.53 14.28 -6.38
H 11.85 13.34 -5.89
H 13.45 14.90 -7.09
H 12.20 15.81 -6.30
H 12.62 15.87 -9.17
H 10.97 15.69 -8.66
H 11.82 12.17 -8.03
H 10.26 12.94 -8.34
C 3.65 13.85 -18.59
C 4.75 12.82 -18.53
C 4.46 11.92 -19.73
O 3.05 11.83 -19.68
C 2.44 12.94 -18.96
H 3.64 14.61 -19.38
H 3.55 14.35 -17.63
H 4.72 12.20 -17.63
H 5.72 13.30 -18.68
H 4.90 10.93 -19.60
H 4.70 12.38 -20.69
H 1.98 12.52 -18.07
H 1.74 13.45 -19.62
C -5.74 8.29 -10.61
C -4.28 8.53 -10.41
C -4.39 9.63 -9.30
O -5.39 9.13 -8.46
C -6.36 8.43 -9.24
H -5.92 7.36 -11.13
H -6.21 9.06 -11.23
H -3.75 8.73 -11.34
H -3.83 7.64 -9.98
H -4.59 10.64 -9.66
H -3.48 9.76 -8.72
H -7.29 9.00 -9.23
H -6.47 7.46 -8.77
C 5.15 1.96 -1.77
O 3.96 2.73 -1.98
C 3.89 3.56 -2.96
O 4.68 3.68 -3.92
O 2.91 4.40 -2.67
C 2.51 5.38 -3.62
H 5.86 2.51 -1.15
H 5.69 1.59 -2.65
H 4.95 1.00 -1.30
H 3.19 6.22 -3.75
H 1.65 5.87 -3.16
H 2.28 4.87 -4.55
C -0.80 0.29 -11.29
O 0.42 1.00 -11.15
C 1.52 0.52 -10.50
O 2.54 1.15 -10.25
O 1.29 -0.76 -10.20
C 2.32 -1.55 -9.61
H -0.79 -0.54 -11.99
H -1.60 0.95 -11.66
H -1.20 -0.04 -10.33
H 2.51 -1.17 -8.60
H 3.29 -1.55 -10.11
H 2.03 -2.60 -9.57
C 3.88 20.34 -9.25
O 2.76 20.79 -10.00
C 2.61 22.03 -10.32
O 3.34 23.00 -9.99
O 1.55 22.12 -11.15
C 1.17 23.35 -11.83
H 4.79 20.33 -9.85
H 3.76 19.28 -9.01
H 4.15 20.91 -8.37
H 1.20 24.21 -11.15
H 0.15 23.26 -12.19
H 1.83 23.45 -12.69
C 8.68 -1.31 -15.52
O 8.63 -0.14 -14.70
C 8.71 1.07 -15.19
O 8.44 2.07 -14.48
O 9.15 1.08 -16.43
C 9.46 2.31 -17.10
H 9.58 -1.41 -16.13
H 7.79 -1.33 -16.16
H 8.65 -2.16 -14.85
H 8.57 2.89 -17.37
H 10.01 2.23 -18.03
H 10.09 2.89 -16.43
C -0.15 12.13 2.62
O 0.35 12.89 1.57
C 0.43 12.37 0.40
O 0.05 11.27 0.08
O 0.89 13.34 -0.43
C 1.29 13.00 -1.74
H -0.36 12.80 3.45
H 0.44 11.31 3.01
H -1.08 11.64 2.32
H 2.00 12.17 -1.70
H 1.79 13.86 -2.19
H 0.46 12.70 -2.37
C 9.31 17.74 -15.10
O 10.68 18.10 -15.13
C 11.60 17.24 -15.56
O 11.44 16.21 -16.10
O 12.75 17.77 -15.17
C 13.97 16.96 -15.25
H 9.17 16.92 -14.39
H 9.05 17.41 -16.10
H 8.71 18.64 -14.93
H 13.90 15.97 -15.69
H 14.35 16.89 -14.22
H 14.70 17.55 -15.81
C 14.22 6.08 -12.17
O 13.57 7.00 -13.03
C 12.31 7.39 -12.76
O 11.57 7.05 -11.80
O 11.87 8.18 -13.74
C 10.63 8.87 -13.71
H 14.54 6.59 -11.27
H 15.10 5.62 -12.63
H 13.51 5.31 -11.88
H 10.00 8.14 -14.21
H 10.72 9.82 -14.24
H 10.18 8.98 -12.72
*
```

---

- Which formula does entry 2 have?
  C41H77F13N3O10S

---

- Look up the HOMO energy of the second one.
  -11.241 eV

---

- Among the records above, which one has the lowest HOMO energy?
  C41H77F13N3O10S